ORCA calculation (the ωB97M-V functional and the def2-TZVPD basis) on a molecular structure, C35H29N3P2ReS2.

Values from the calculation:
total energy: -3072.3664 a.u.
⟨S²⟩: 0.766
HOMO-LUMO gap (alpha / beta): 6.774 / 7.032 eV
2S+1: 2
net charge: +2
relative energy (zero: lowest compared OMol25 entry of this formula, charge and spin): 0.000 eV
F_max: 0.1 eV/Å

Last column: Löwdin charge in e.
Atoms and positions in Å:
H1 1.880 -2.742 -0.273  0.099
C1 -1.370 -4.588 0.521  -0.053
C2 -3.328 2.492 2.148  -0.057
H2 5.349 2.536 2.919  0.119
C3 -3.611 -0.271 1.915  -0.064
C4 3.399 3.325 3.350  -0.044
H3 -3.722 -1.344 1.829  0.115
H4 -1.491 -5.428 -0.150  0.117
C5 -1.455 -3.293 0.027  -0.086
Re1 0.403 0.600 -1.733  0.932
N1 -0.412 2.365 -2.491  -0.084
C6 2.031 3.200 3.149  -0.055
H5 -1.638 -3.123 -1.026  0.078
C7 -0.459 -0.217 -6.009  0.021
H6 2.280 -4.907 0.836  0.119
C8 -1.141 -4.801 1.872  -0.050
C9 -0.263 3.487 -1.729  -0.103
C10 2.687 -2.862 3.509  -0.050
C11 1.456 -0.951 -4.234  -0.123
C12 2.179 -1.597 1.530  -0.351
H7 1.348 3.893 3.620  0.115
C13 4.285 2.432 2.758  -0.046
H8 -0.771 5.512 -1.356  0.124
C14 -4.399 1.841 2.749  -0.044
C15 1.541 2.181 2.345  -0.077
C16 -0.995 -3.725 2.741  -0.057
C17 2.327 -3.991 1.408  -0.059
H9 2.921 -2.899 4.564  0.118
C18 -1.191 2.422 -3.583  -0.287
C19 2.430 1.284 1.757  -0.374
C20 0.452 -1.181 -6.372  -0.010
H10 0.404 -1.632 -7.354  0.130
C21 2.621 -4.032 2.767  -0.047
H11 -2.005 1.464 -5.134  0.151
H12 2.528 -0.725 3.472  0.111
C22 -1.318 -2.218 0.899  -0.366
C23 1.443 -1.551 -5.465  -0.024
H13 2.806 -4.984 3.247  0.120
C24 -2.396 1.765 1.428  -0.093
C25 -4.542 0.466 2.631  -0.045
H14 2.199 -1.215 -3.496  0.059
H15 -3.223 3.565 2.244  0.114
H16 0.409 3.382 -0.886  0.113
C26 -1.779 4.691 -3.094  -0.002
S1 -1.762 -0.405 -1.709  0.429
H17 2.188 -2.292 -5.712  0.124
C27 -1.088 -2.431 2.261  -0.089
H18 -1.082 -5.811 2.255  0.119
C28 2.467 -1.638 2.895  -0.066
H19 4.495 0.705 1.508  0.120
H20 -0.993 -1.594 2.943  0.121
C29 -1.908 3.584 -3.893  0.029
C30 -2.533 0.381 1.316  -0.347
C31 3.805 1.405 1.963  -0.079
C32 0.190 0.237 0.170  -0.745
P1 1.814 -0.040 0.737  0.599
C33 -0.918 4.652 -1.990  -0.025
H21 3.779 4.122 3.974  0.119
H22 -1.564 2.267 0.947  0.083
N2 0.550 -0.021 -3.847  -0.075
H23 -5.125 2.410 3.313  0.119
H24 -1.225 0.113 -6.697  0.129
C34 -0.376 0.351 -4.738  -0.296
H25 0.474 2.074 2.185  0.086
H26 -0.821 -3.897 3.795  0.119
C35 2.104 -2.777 0.787  -0.095
H27 -5.378 -0.035 3.100  0.119
N3 -1.312 1.332 -4.412  0.124
S2 2.583 0.016 -1.208  0.417
H28 -2.538 3.602 -4.772  0.132
H29 -2.325 5.594 -3.332  0.132
P2 -1.371 -0.531 0.312  0.588

ORCA calculation (the ωB97M-V functional and the def2-TZVPD basis) on a molecular structure, C35H29N6O7RuSe.

Values from the calculation:
total energy: -4702.5808 a.u.
⟨S²⟩: 0.770
HOMO-LUMO gap (alpha / beta): 6.005 / 5.925 eV
2S+1: 2
net charge: 0
relative energy (zero: lowest compared OMol25 entry of this formula, charge and spin): 2.724 eV
F_max: 5.3 eV/Å

Last column: Löwdin charge in e.
Atoms and positions in Å:
O1 0.266 -2.612 -2.301  0.067
Ru1 0.418 0.750 -0.140  1.416
C1 -2.487 -1.819 -2.053  0.010
H1 -1.403 -1.137 4.930  0.120
H2 -1.681 4.739 -4.743  0.104
C2 -1.402 1.031 4.807  -0.020
C3 0.651 -4.858 -0.622  -0.048
H3 -1.707 -5.883 -2.808  0.105
H4 2.270 -2.462 -0.738  0.124
O2 -0.809 -2.828 3.374  -0.006
C4 0.632 3.906 0.016  -0.241
C5 2.210 -1.377 -0.881  -0.160
O3 -0.344 1.268 -2.175  -0.459
O4 2.099 1.696 -1.521  -0.444
C6 0.443 -3.531 1.510  -0.227
H5 2.448 1.804 2.233  0.107
N1 2.369 0.323 0.815  0.010
C7 -1.225 4.613 -3.773  -0.077
H6 1.720 -4.908 -0.464  0.112
H7 2.583 -1.163 -1.904  0.127
N2 0.846 -0.963 -0.836  -0.193
C8 -2.869 0.094 -0.159  -0.121
H8 -3.001 3.825 -2.865  0.103
C9 -0.017 4.171 -1.320  -0.229
H9 -4.971 -0.184 -0.472  0.102
C10 0.105 4.945 -3.585  -0.084
C11 -1.963 4.089 -2.725  -0.075
C12 -1.272 -5.408 -1.942  -0.080
O5 -0.345 4.176 2.158  0.022
C13 0.711 4.723 -2.360  -0.051
C14 -0.429 -1.805 2.569  -0.308
H10 -1.230 3.112 4.305  0.123
O6 1.290 2.425 -3.980  -0.402
H11 -0.594 5.601 0.704  0.136
H12 -2.973 0.862 0.597  0.107
C15 -0.252 -4.009 2.818  -0.080
C16 -0.150 -4.175 0.282  -0.199
C17 -1.519 -4.111 0.059  -0.049
C18 0.189 4.937 1.085  -0.065
N3 0.231 2.640 0.594  -0.003
C19 -2.079 -4.734 -1.042  -0.093
C20 -3.780 -1.459 -1.724  -0.043
C21 5.077 -0.037 1.175  -0.049
C22 3.011 -0.616 0.116  -0.234
H13 0.688 5.343 -4.400  0.110
H14 4.874 -1.614 -0.270  0.124
C23 4.377 -0.839 0.294  0.007
H15 0.731 -5.970 -2.444  0.109
Se1 1.177 1.339 -2.843  0.740
C24 -1.211 -0.277 4.312  0.042
C25 0.095 -5.462 -1.735  -0.073
O7 1.589 -0.094 -3.398  -0.423
C26 4.395 0.942 1.886  -0.055
C27 -3.977 -0.489 -0.754  -0.050
H16 -1.052 -4.729 2.624  0.127
C28 3.033 1.075 1.684  -0.115
N4 -0.468 0.558 2.190  0.143
H17 6.143 -0.158 1.300  0.110
H18 -2.265 -2.563 -2.801  0.124
H19 -3.148 -4.688 -1.195  0.105
H20 -1.744 1.181 5.820  0.116
C29 -0.655 1.843 2.673  -0.160
C30 -0.022 -1.660 -1.595  -0.506
C31 -1.364 3.879 -1.497  -0.062
H21 1.015 5.542 1.467  0.133
H22 0.458 -4.430 3.534  0.128
C32 -0.737 -0.451 3.020  -0.176
N5 -1.634 -0.269 -0.458  0.035
N6 0.253 -2.091 1.538  0.196
H23 1.520 -3.733 1.535  0.146
H24 -4.622 -1.931 -2.209  0.111
C33 -0.280 2.872 1.805  -0.286
H25 -2.146 -3.558 0.746  0.123
C34 -1.123 2.085 3.989  0.022
H26 1.758 4.952 -2.228  0.122
H27 1.723 3.903 -0.116  0.150
H28 4.910 1.594 2.574  0.103
C35 -1.433 -1.205 -1.384  -0.181
H29 -1.927 3.451 -0.677  0.110

ORCA calculation (the ωB97M-V functional and the def2-TZVPD basis) on a molecular structure, C35H30AlN5O4S.

Values from the calculation:
total energy: -2566.8111 a.u.
HOMO-LUMO gap: 6.848 eV
net charge: +2
relative energy (zero: lowest compared OMol25 entry of this formula, charge and spin): 0.012 eV
F_max: 0.2 eV/Å

Last column: Löwdin charge in e.
Atoms and positions in Å:
C1 -2.511 0.088 -3.768  -0.047
N1 1.687 -0.888 1.172  0.180
C2 -1.895 1.768 1.722  -0.289
H1 -3.793 3.746 5.644  0.089
H2 -4.242 3.683 3.189  0.129
H3 -0.093 1.058 2.646  0.091
C3 -0.860 -3.720 1.040  -0.092
H4 -2.133 -5.033 -2.961  0.149
N2 -0.275 1.660 -0.330  -0.068
H5 2.043 2.315 -4.145  0.130
H6 -0.789 -0.798 -6.549  0.115
H7 -0.946 -5.048 4.118  0.138
C4 0.914 2.080 -2.358  0.022
C5 1.979 0.256 -3.502  -0.030
C6 1.488 -0.580 -2.546  -0.091
C7 -0.676 -4.389 3.304  0.040
C8 -2.197 -0.993 -2.960  -0.045
C9 0.253 -3.372 3.525  0.085
C10 0.560 -2.557 2.453  -0.095
C11 0.430 1.184 -1.396  -0.336
H8 4.258 -0.279 3.055  0.152
O1 -1.990 -4.574 -0.937  0.112
H9 3.737 4.625 -1.093  0.117
H10 2.091 4.403 0.740  0.119
C12 -2.004 0.160 -5.060  -0.052
H11 -3.154 0.868 -3.384  0.114
C13 -2.725 3.718 5.434  -0.030
C14 -1.176 -0.845 -5.540  -0.057
H12 4.587 0.443 -0.830  0.120
C15 -1.238 -4.591 2.044  0.087
C16 -3.067 2.494 1.859  -0.024
H13 3.724 -0.828 0.779  0.158
C17 3.556 3.658 -0.642  -0.060
H14 1.678 -1.647 -2.578  0.125
C18 4.027 1.309 -0.494  -0.033
H15 2.850 0.811 3.209  0.137
C19 1.678 1.621 -3.399  -0.008
H16 2.572 -0.136 -4.316  0.123
S1 -1.570 1.010 0.187  0.741
C20 -2.161 -4.145 -2.340  0.018
O2 2.413 -1.213 3.265  0.106
N3 0.735 -0.141 -1.505  0.086
H17 1.704 2.238 1.799  0.100
C21 -3.330 3.113 3.071  -0.005
H18 -2.261 0.997 -5.696  0.115
C22 -0.996 -3.166 -2.566  -0.192
H19 -2.612 -1.035 -1.960  0.106
C23 4.251 2.543 -1.086  -0.064
C24 2.424 2.306 0.993  -0.046
H20 -2.219 3.238 6.270  0.084
C25 3.118 1.183 0.553  -0.199
C26 -0.997 1.641 2.775  -0.062
H21 -0.584 2.169 4.803  0.120
H22 -3.132 -3.658 -2.402  0.148
C27 -1.185 -3.706 -0.406  -0.260
Al1 0.173 -1.294 -0.105  0.178
H23 -2.374 4.751 5.382  0.098
H24 0.723 -3.234 4.489  0.145
C28 2.636 3.536 0.392  -0.052
C29 3.233 -0.100 2.752  0.006
N4 -0.010 -2.735 1.273  0.134
O3 -1.256 -0.475 0.547  -0.225
C30 -2.444 3.014 4.140  -0.243
H25 -1.930 -5.399 1.854  0.146
O4 -2.736 1.054 -0.641  -0.251
N5 -0.614 -2.826 -1.160  0.168
C31 1.572 -1.486 2.312  -0.274
H26 4.977 2.634 -1.883  0.117
H27 -0.139 -3.688 -2.999  0.158
H28 -0.187 -2.696 -5.093  0.121
H29 -3.756 2.571 1.030  0.122
H30 0.655 3.122 -2.250  0.134
C32 -1.350 -1.990 -3.431  -0.219
C33 -0.842 -1.916 -4.722  -0.036
C34 -1.276 2.263 3.975  -0.019
C35 3.000 -0.151 1.238  -0.178